# 1
ORCA calculation (ωB97M-V with the def2-TZVPD basis set) on a single C3H3N3 molecule.

The HOMO-LUMO gap is 11.62 eV.

Last column: Löwdin charge in e.
Cartesian coordinates (Å):
H (0.07120, 1.04237, 1.03213)  0.153
H (1.90406, -0.26107, 0.40128)  0.090
H (1.20665, -0.71609, -1.02098)  0.094
N (-1.26937, -1.78905, 1.27975)  0.163
N (-1.52133, 1.41570, -1.65390)  0.173
C (-0.76441, -0.86071, 0.81087)  -0.169
C (-0.04948, 0.30764, 0.22697)  -0.384
C (-0.89099, 0.93151, -0.81604)  -0.173
N (1.25847, 0.02248, -0.32680)  0.053



# 2
ORCA calculation (ωB97M-V with the def2-TZVPD basis set) on 2 unconnected molecules or ions with the total composition C3H3N3O.

The HOMO-LUMO gap is 10.04 eV.

Last column: Löwdin charge in e.
Cartesian coordinates (Å):
C (-0.25440, -0.99791, -0.03537)  -0.079
O (-1.87486, 0.41387, 0.82071)  0.025
N (1.01057, 2.07452, -0.49085)  0.040
C (0.76715, -0.23458, 0.15271)  -0.213
C (-1.56731, -0.63733, 0.34851)  -0.335
H (-0.06322, -1.94615, -0.49656)  0.116
N (1.94770, 0.06214, 0.33919)  0.147
H (2.46374, 0.39802, -0.47796)  0.081
N (-0.08960, 2.25610, -0.35421)  0.107
H (-2.33977, -1.38868, 0.19382)  0.112



# 3
ORCA calculation (ωB97M-V with the def2-TZVPD basis set) on a single C3H3N3O molecule.

The HOMO-LUMO gap is 10.09 eV.

Last column: Löwdin charge in e.
Cartesian coordinates (Å):
O (-1.37847, -0.28921, 0.76841)  -0.044
H (-0.21240, 2.29576, -0.53807)  0.099
N (1.10773, 0.86159, 0.35069)  0.106
C (-0.83428, -1.14781, -0.00806)  -0.276
N (-1.25093, 0.93187, -0.12721)  0.163
H (-1.51491, -1.56110, -0.75354)  0.130
H (2.37347, -0.93238, 0.47039)  0.159
C (1.34715, -0.34645, 0.32434)  -0.230
N (0.45009, -1.18018, -0.34723)  0.092
C (-0.08746, 1.36790, -0.13973)  -0.200



# 4
ORCA calculation (ωB97M-V with the def2-TZVPD basis set) on 2 unconnected molecules or ions with the total composition C3H3N3O.

The HOMO-LUMO gap is 9.21 eV.

Last column: Löwdin charge in e.
Cartesian coordinates (Å):
H (-0.05314, -1.47671, -0.84598)  0.111
H (-1.65214, 1.14200, -0.29535)  -0.031
N (-0.40178, 0.54000, -1.57441)  -0.061
N (-1.32369, 1.29417, -1.26389)  0.050
C (1.23878, -0.18624, 0.11619)  -0.192
H (3.07597, 0.17388, 0.42747)  0.077
C (0.18027, -0.43888, -0.62152)  -0.219
N (2.16703, 0.06399, 0.88162)  0.144
C (-1.69050, -0.18706, 1.16515)  0.029
O (-1.54079, -0.92516, 2.01073)  0.092



# 5
ORCA calculation (ωB97M-V with the def2-TZVPD basis set) on a single C3H3N3O molecule.

The HOMO-LUMO gap is 9.11 eV.

Last column: Löwdin charge in e.
Cartesian coordinates (Å):
C (0.65532, 1.39064, -0.70948)  -0.123
C (-0.64170, -1.98009, -0.03081)  -0.144
H (-0.23923, -0.08422, 0.91646)  0.073
N (0.42076, 2.15787, 1.67782)  0.182
N (-0.24480, -0.54682, 0.05130)  -0.030
O (-0.10065, -2.73267, -0.94612)  -0.022
H (0.85322, 2.03900, -1.49126)  0.092
H (-1.31215, -2.21835, 0.94078)  0.167
N (0.14601, 0.19091, -0.97728)  0.073
C (0.46323, 1.78373, 0.56860)  -0.268



# 6
ORCA calculation (ωB97M-V with the def2-TZVPD basis set) on a single C3H3N3O molecule.

The HOMO-LUMO gap is 10.05 eV.

Last column: Löwdin charge in e.
Cartesian coordinates (Å):
O (2.28984, -0.22862, -0.83145)  0.091
C (1.09727, -0.06461, -0.70904)  -0.483
C (-0.83844, -1.03841, -0.10357)  -0.165
N (-1.00697, -0.06297, 0.85701)  -0.012
N (0.13096, -1.04635, -0.94616)  0.156
N (-0.40437, 1.16248, 0.69936)  0.066
H (-1.13630, -0.31622, 1.82841)  0.146
H (0.98995, 2.15765, -0.41469)  0.120
C (0.52545, 1.20205, -0.18608)  -0.046
H (-1.64739, -1.76499, -0.19379)  0.126



# 7
ORCA calculation (ωB97M-V with the def2-TZVPD basis set) on 2 unconnected molecules or ions with the total composition C3H3N3O.

The HOMO-LUMO gap is 8.77 eV.

Last column: Löwdin charge in e.
Cartesian coordinates (Å):
C (0.08459, -0.35235, -0.54408)  -0.142
H (-0.25079, -1.30163, -0.95125)  0.104
O (-1.70090, -0.91526, 2.22995)  0.099
N (2.26780, -0.08628, 0.71632)  0.150
C (-1.73166, -0.13106, 1.41526)  0.041
N (-0.72902, 0.91725, -0.89556)  -0.229
H (3.08147, 0.21514, 0.18082)  0.080
C (1.24250, -0.23749, 0.05990)  -0.194
N (-0.55892, 1.62699, -1.85228)  0.061
H (-1.46370, 1.04634, -0.17342)  0.031



# 8
ORCA calculation (ωB97M-V with the def2-TZVPD basis set) on a single C3H3N3O molecule.

The HOMO-LUMO gap is 8.87 eV.

Last column: Löwdin charge in e.
Cartesian coordinates (Å):
N (-0.36822, -1.12141, 1.02262)  0.065
H (-1.85245, 1.28661, 2.01832)  0.081
N (-0.67222, -1.32508, -0.32938)  0.055
O (2.05324, -0.16561, 0.07533)  0.065
C (1.29919, 0.13765, -0.81562)  -0.241
H (1.60154, 0.84076, -1.61257)  0.114
H (-0.41940, -0.40040, -2.09493)  0.103
C (-0.03101, -0.51969, -1.08915)  -0.127
C (-0.64839, 0.05576, 1.28983)  -0.295
N (-0.96225, 1.21141, 1.53555)  0.181



# 9
ORCA calculation (ωB97M-V with the def2-TZVPD basis set) on 2 unconnected molecules or ions with the total composition C3H3N3O.

The HOMO-LUMO gap is 10.14 eV.

Last column: Löwdin charge in e.
Cartesian coordinates (Å):
N (-0.65016, 0.48287, -1.83376)  0.206
N (-0.29439, -2.20211, 0.34107)  0.069
C (0.32445, 0.96441, 1.24943)  -0.303
H (1.94178, -0.13502, 0.14358)  0.103
N (-1.12139, -2.11793, -0.38145)  0.054
H (1.02771, 1.52966, 1.88156)  0.115
O (-0.86901, 0.96230, 1.46844)  0.022
H (-1.46892, -0.08300, -2.00596)  0.075
C (0.15691, 0.29602, -0.95831)  -0.229
C (0.95301, 0.30279, 0.09540)  -0.114



# 10
ORCA calculation (ωB97M-V with the def2-TZVPD basis set) on a single C3H3N3O molecule.

The HOMO-LUMO gap is 9.40 eV.

Last column: Löwdin charge in e.
Cartesian coordinates (Å):
H (3.12112, -0.24775, 0.93490)  0.079
N (2.38957, -0.95514, 1.00733)  0.155
O (-0.80271, 0.45968, 1.30565)  0.063
N (-1.64202, 1.02765, -0.92533)  -0.003
H (-0.05952, 0.42399, -1.71480)  0.059
C (-1.31258, 0.02463, 0.07650)  -0.303
C (1.28433, -0.59673, 0.60201)  -0.100
H (-2.06498, -0.75996, 0.13864)  0.152
C (0.06400, -0.22616, 0.39204)  -0.192
N (-0.85771, 1.09012, -1.87388)  0.090



# 11
ORCA calculation (ωB97M-V with the def2-TZVPD basis set) on a single C3H3N3O molecule.

The HOMO-LUMO gap is 9.20 eV.

Last column: Löwdin charge in e.
Cartesian coordinates (Å):
O (-2.51788, -0.79700, 0.88351)  0.177
N (2.15294, -0.13848, -0.08278)  0.154
H (-1.39459, 0.82684, -0.14327)  0.052
N (-0.77940, 1.67366, -0.51943)  0.110
C (-0.12726, -0.88323, 0.28831)  -0.045
N (0.39384, 1.38323, -0.62125)  0.014
C (0.90209, 0.04585, -0.11259)  -0.412
H (2.63742, 0.63961, -0.53854)  0.061
C (-1.41692, -0.62173, 0.52121)  -0.248
H (0.07249, -1.94593, 0.21753)  0.136



# 12
ORCA calculation (ωB97M-V with the def2-TZVPD basis set) on a single C3H3N3O2 molecule.

The HOMO-LUMO gap is 8.80 eV.

Last column: Löwdin charge in e.
Cartesian coordinates (Å):
H (-0.21821, 1.90989, -0.33822)  0.115
N (-2.15155, -0.85467, 0.23048)  0.076
C (-0.51299, 0.90225, -0.33269)  -0.030
N (-1.25848, -1.64324, -0.12651)  -0.020
H (-2.33764, 1.34478, 0.47689)  0.087
C (-1.73370, 0.59103, 0.08584)  -0.020
C (0.45656, -0.05150, -0.22319)  -0.376
N (1.69339, 0.24294, -0.05951)  0.058
O (2.64021, -0.76064, 0.14104)  -0.020
H (3.40743, -0.33224, 0.49502)  0.081
O (0.01497, -1.34860, -0.34915)  0.049



# 13
ORCA calculation (ωB97M-V with the def2-TZVPD basis set) on a single C3H3N3O2 molecule.

The HOMO-LUMO gap is 6.94 eV.

Last column: Löwdin charge in e.
Cartesian coordinates (Å):
C (1.82237, -0.52069, -0.18743)  -0.189
N (-2.03912, 0.70016, -0.24051)  0.101
C (1.49743, 0.81048, -0.06435)  -0.061
O (-2.76342, -0.57580, 0.00343)  -0.085
H (2.82993, -0.88856, -0.20781)  0.104
O (0.23921, 1.41820, 0.03587)  0.007
H (2.18616, 1.58570, 0.60241)  0.190
N (-0.34189, -1.04310, 0.28016)  0.111
N (0.93438, -1.48568, -0.12939)  0.086
C (-0.75500, 0.30056, 0.04503)  -0.282
H (-3.61005, -0.30129, -0.13739)  0.018



# 14
ORCA calculation (ωB97M-V with the def2-TZVPD basis set) on 2 unconnected molecules or ions with the total composition C3H3N3O2.

The HOMO-LUMO gap is 10.23 eV.

Last column: Löwdin charge in e.
Cartesian coordinates (Å):
H (1.44628, -1.33489, -1.43897)  0.043
N (-3.65546, 2.11941, 0.61408)  0.036
C (0.00423, -0.60296, 1.94504)  -0.172
O (-0.84766, 0.25542, -0.59644)  -0.004
N (0.77695, -0.40684, 0.92673)  0.169
C (1.47080, -0.32535, -1.32116)  -0.006
C (0.32409, -0.06271, -0.35748)  -0.477
N (-2.80039, 1.02733, 0.65563)  0.029
H (2.48392, -0.01603, -1.16370)  0.074
H (1.13982, 0.18100, -2.32695)  0.127
O (-0.34259, -0.83437, 3.06323)  0.180



# 15
ORCA calculation (ωB97M-V with the def2-TZVPD basis set) on a molecular structure, C3H3N3O2.

The HOMO-LUMO gap is 8.89 eV.

Last column: Löwdin charge in e.
Cartesian coordinates (Å):
O (-0.59830, 0.66436, -1.01048)  0.036
H (0.22647, -0.68960, 1.93089)  0.180
C (0.76409, 1.40394, 0.85699)  -0.328
H (0.40495, 1.25172, 2.19268)  0.213
C (0.23946, -0.81246, 0.66612)  -0.220
O (0.85422, 2.58313, 0.49616)  0.048
N (0.43422, 0.39856, 0.09681)  -0.056
C (-0.64258, -0.65346, -1.64615)  -0.136
H (-1.50940, -0.34242, -2.31055)  0.149
N (0.13250, -1.92531, 0.05264)  0.046
N (-0.30562, -1.87846, -1.32509)  0.067



# 16
ORCA calculation (ωB97M-V with the def2-TZVPD basis set) on a single C3H3N3O2 molecule.

The HOMO-LUMO gap is 10.13 eV.

Last column: Löwdin charge in e.
Cartesian coordinates (Å):
C (0.44076, -1.07216, 1.31114)  -0.093
N (-0.52986, 0.21263, -0.17582)  -0.022
H (-2.08260, 1.44767, -1.01240)  0.119
O (-0.85120, -0.42327, 0.99698)  0.024
C (0.75380, 0.07793, -0.55864)  -0.376
H (0.86867, -0.65414, 2.25559)  0.147
N (1.02461, 0.79743, -1.59789)  0.095
O (1.35740, -0.80972, 0.27265)  0.065
H (0.24635, -2.17074, 1.39683)  0.148
N (-0.15219, 1.47928, -1.86129)  0.017
C (-1.07574, 1.11508, -1.02715)  -0.123



# 17
ORCA calculation (ωB97M-V with the def2-TZVPD basis set) on a single C3H3N3O2 molecule.

The HOMO-LUMO gap is 9.09 eV.

Last column: Löwdin charge in e.
Cartesian coordinates (Å):
N (-1.75225, -0.44861, -0.03502)  0.093
O (2.54876, -0.10909, -0.55909)  -0.110
N (0.39565, 0.15616, 0.67074)  0.064
C (1.71454, 0.71407, 0.32486)  -0.016
H (-1.63866, -2.45878, 0.04849)  0.157
C (-1.06894, -1.52112, -0.11671)  -0.115
H (1.63773, 1.86901, 0.63443)  0.173
H (-2.35357, 1.82606, -0.84446)  0.141
N (-1.34253, 1.84616, -0.24134)  0.083
O (0.29436, -1.25912, 0.03850)  -0.034
C (-0.89502, 0.61262, 0.05278)  -0.436



# 18
ORCA calculation (ωB97M-V with the def2-TZVPD basis set) on a single C3H3N3O2 molecule.

The HOMO-LUMO gap is 8.47 eV.

Last column: Löwdin charge in e.
Cartesian coordinates (Å):
H (-0.59970, -1.42571, 2.73929)  0.141
H (-1.82578, 0.28285, 1.78724)  0.173
N (-0.84290, 1.58712, -0.68878)  0.066
H (-0.41062, 2.57557, -2.12091)  0.096
O (0.82306, 0.00910, -0.52103)  -0.016
C (-0.41542, 0.51785, -0.13698)  -0.362
C (-0.24529, -1.09299, 1.69215)  -0.160
N (0.63478, -1.80637, 0.93987)  0.026
O (-0.13257, 1.67108, -1.91550)  -0.052
C (-0.85096, -0.05505, 1.13609)  -0.009
N (1.11987, -1.36546, -0.11694)  0.095



# 19
ORCA calculation (ωB97M-V with the def2-TZVPD basis set) on 2 unconnected molecules or ions with the total composition C3H3N3O3.

The HOMO-LUMO gap (alpha / beta) is 8.73 / 8.73 eV.

Last column: Löwdin charge in e.
Cartesian coordinates (Å):
O (1.90263, 0.24587, 0.81605)  0.197
C (-1.09273, 1.35762, 2.03037)  -0.384
N (-1.21038, 2.27097, 2.71693)  0.146
N (-0.92405, 0.20221, 1.45163)  -0.058
O (-1.93901, -0.12306, 0.51644)  -0.114
N (0.39317, -0.38436, -0.87886)  0.124
C (1.34744, -0.58725, -1.98013)  -0.214
O (0.98940, -1.18362, -2.94530)  0.118
H (-0.64208, -0.43736, -0.91687)  0.129
C (0.87188, -0.00632, 0.34747)  -0.235
H (2.27953, -0.19231, -1.66013)  0.129
H (-1.97580, -1.16239, 0.50240)  0.162



# 20
ORCA calculation (ωB97M-V with the def2-TZVPD basis set) on a molecular structure, C3H3N3S.

The HOMO-LUMO gap is 7.82 eV.

Last column: Löwdin charge in e.
Cartesian coordinates (Å):
S (-2.28755, -0.19532, -0.08129)  0.846
N (1.46243, 1.11664, -0.08007)  0.123
C (-0.99973, 0.88168, 0.17900)  -0.366
H (-1.44915, -1.30146, 0.00494)  -0.064
N (0.50417, -0.92649, 0.09706)  -0.015
N (1.78232, -1.12374, 0.01871)  0.056
H (-1.14100, 1.91351, 0.08037)  0.063
C (2.31392, 0.18162, -0.06628)  -0.226
C (0.28337, 0.38962, 0.08718)  -0.513
H (3.36323, 0.33066, -0.23400)  0.098



Calculated ΔE to the lowest compared entry with this formula, charge and spin in order - 86.6 196.2 441.0 398.3 321.1 150.7 460.1 350.0 110.4 525.1 332.1 646.2 780.8 463.5 783.0 469.8 758.2 644.4 541.0 203.9 kJ/mol
Calculated strongest force on any atom in order - 1.17 5.80 6.29 1.75 7.54 0.73 1.74 0.84 1.92 0.99 1.71 4.77 7.31 18.28 8.35 1.25 10.56 4.45 4.48 2.70 eV/A